{"formula": "C30H56NO10", "method": "ωB97M-V/def2-TZVPD", "total_charge": -1, "e_homo_ev": -3.06, "spin_multiplicity": 1, "e_lumo_ev": 2.00, "homo_lumo_gap_ev": 5.1, "total_energy_ha": -1983.76970, "fmax_ev_per_a": 0.330, "symbols": ["C", "O", "C", "C", "C", "C", "C", "C", "C", "O", "O", "C", "N", "H", "H", "H", "H", "H", "H", "H", "H", "H", "H", "H", "H", "H", "H", "C", "C", "O", "C", "H", "H", "H", "H", "H", "H", "C", "C", "O", "C", "H", "H", "H", "H", "H", "H", "C", "C", "O", "C", "H", "H", "H", "H", "H", "H", "C", "C", "O", "C", "H", "H", "H", "H", "H", "H", "C", "C", "O", "C", "H", "H", "H", "H", "H", "H", "C", "C", "O", "C", "H", "H", "H", "H", "H", "H", "C", "C", "O", "C", "H", "H", "H", "H", "H", "H"], "coordinates": [[6.0341, -2.8632, -0.1739], [5.1990, -1.8252, -0.6385], [3.9312, -2.2706, -1.0958], [3.1098, -1.0884, -1.5624], [1.7069, -1.5494, -1.9867], [0.6228, -1.3256, -0.9181], [-0.2204, -2.5664, -0.7846], [-0.9599, -2.8289, -2.0875], [-0.4421, -4.0547, -2.7735], [-0.1705, -4.1456, -3.9525], [-1.3508, -2.0566, 0.2058], [-1.9950, -2.9812, 0.7599], [-2.6479, -3.7897, 1.2768], [7.0459, -2.6947, -0.5446], [6.0594, -2.8773, 0.9203], [5.6804, -3.8409, -0.5139], [3.4002, -2.8216, -0.3082], [4.0630, -2.9610, -1.9407], [3.0487, -0.3520, -0.7583], [3.6305, -0.6311, -2.4065], [1.4294, -1.0882, -2.9323], [1.7515, -2.6255, -2.1856], [1.0976, -1.0710, 0.0341], [-0.0007, -0.4498, -1.1985], [-0.9360, -2.0005, -2.8163], [-2.0198, -3.0282, -1.8812], [-0.2880, -4.9214, -2.1053], [8.5254, 2.0180, 1.9853], [7.8765, 0.7160, 1.5568], [8.2501, -0.3394, 2.0161], [6.7656, 0.8299, 0.5509], [9.3101, 1.8199, 2.7120], [8.9493, 2.5259, 1.1168], [7.7753, 2.6784, 2.4243], [7.1434, 1.3029, -0.3582], [5.9701, 1.4615, 0.9454], [6.3572, -0.1473, 0.3024], [-4.7510, 1.7015, 2.7991], [-3.4059, 1.3818, 2.1966], [-2.5689, 2.2335, 1.9845], [-3.1724, -0.0708, 1.8822], [-4.8439, 2.7686, 2.9922], [-5.5425, 1.3883, 2.1194], [-4.8833, 1.1430, 3.7264], [-3.9230, -0.4256, 1.1727], [-3.2773, -0.6595, 2.7926], [-2.1847, -0.2154, 1.4569], [-2.3879, 2.0584, -1.2060], [-2.4737, 2.1438, -2.7068], [-2.7726, 1.2070, -3.4082], [-2.1661, 3.5010, -3.3098], [-2.5973, 1.0499, -0.8585], [-1.3900, 2.3454, -0.8717], [-3.0985, 2.7574, -0.7610], [-1.1526, 3.8060, -3.0430], [-2.8547, 4.2503, -2.9149], [-2.2603, 3.4513, -4.3923], [5.3526, 4.5826, -1.9336], [4.7714, 4.3788, -0.5534], [4.6976, 3.2828, -0.0559], [4.2839, 5.6154, 0.1660], [5.6601, 3.6241, -2.3442], [4.6088, 5.0380, -2.5898], [6.2113, 5.2551, -1.8836], [3.5035, 6.1048, -0.4191], [5.1039, 6.3253, 0.2902], [3.8880, 5.3392, 1.1399], [-4.3320, -2.3414, 6.5780], [-4.3407, -2.4643, 5.0690], [-4.8713, -1.6185, 4.3837], [-3.6698, -3.6796, 4.4861], [-4.8443, -1.4302, 6.8787], [-4.8262, -3.2062, 7.0246], [-3.3037, -2.3203, 6.9429], [-4.1711, -4.5734, 4.8667], [-2.6246, -3.7201, 4.7982], [-3.7059, -3.6732, 3.3980], [-9.8851, 0.5627, 4.2055], [-8.4880, 0.4603, 3.6342], [-7.8096, 1.4401, 3.4400], [-7.9802, -0.9272, 3.3259], [-10.1326, 1.6060, 4.3863], [-10.6059, 0.1304, 3.5092], [-9.9479, 0.0037, 5.1407], [-8.6328, -1.4110, 2.5961], [-7.9822, -1.5351, 4.2325], [-6.9653, -0.8778, 2.9402], [1.3376, -1.5492, -6.5828], [2.2584, -0.5531, -5.9195], [2.9131, -0.8511, -4.9517], [2.3000, 0.8391, -6.5110], [1.3818, -2.4971, -6.0516], [0.3113, -1.1780, -6.5630], [1.6254, -1.6899, -7.6272], [1.3034, 1.2833, -6.4873], [2.6230, 0.7944, -7.5529], [2.9887, 1.4576, -5.9401]], "atomic_forces_ev_per_a": [[-0.16, -0.01, 0.10], [0.09, -0.04, -0.10], [-0.17, -0.01, 0.00], [0.00, -0.04, -0.21], [0.03, -0.08, 0.21], [-0.06, 0.07, -0.03], [0.13, -0.28, -0.06], [-0.04, 0.26, -0.14], [0.12, -0.12, -0.13], [-0.02, 0.07, 0.04], [0.01, 0.16, -0.02], [-0.02, 0.01, -0.09], [-0.11, -0.13, 0.16], [0.03, -0.02, 0.02], [0.02, 0.00, 0.01], [0.07, 0.00, -0.09], [0.02, 0.06, 0.07], [0.05, -0.03, 0.03], [0.02, 0.06, -0.02], [0.02, 0.05, 0.04], [-0.03, 0.05, 0.02], [0.04, 0.00, -0.08], [-0.04, -0.07, 0.05], [0.10, 0.05, -0.01], [-0.09, 0.02, 0.01], [0.03, -0.10, 0.06], [-0.06, -0.01, 0.08], [0.04, -0.07, 0.05], [0.01, 0.08, 0.00], [0.00, -0.02, -0.01], [0.09, -0.28, 0.10], [0.00, 0.00, 0.00], [-0.04, 0.03, -0.01], [-0.01, 0.03, -0.05], [-0.06, 0.09, 0.01], [0.00, 0.08, -0.08], [0.00, 0.08, 0.01], [0.19, 0.22, -0.06], [-0.06, -0.18, 0.06], [-0.06, 0.11, 0.03], [0.23, 0.23, -0.05], [0.01, -0.01, 0.00], [-0.05, -0.05, 0.05], [-0.06, -0.07, -0.03], [-0.04, -0.07, 0.06], [-0.11, -0.08, -0.03], [0.03, -0.01, -0.03], [-0.04, -0.13, -0.12], [0.04, 0.05, 0.04], [-0.04, -0.01, -0.01], [0.00, -0.06, -0.09], [0.00, -0.02, -0.06], [-0.02, 0.05, 0.06], [0.06, 0.03, 0.07], [-0.01, 0.03, 0.04], [0.03, 0.02, 0.04], [0.00, 0.00, 0.00], [0.01, -0.11, 0.02], [-0.03, 0.05, -0.07], [0.01, 0.04, 0.06], [-0.01, -0.09, 0.07], [0.00, 0.00, 0.00], [0.01, 0.04, 0.01], [-0.03, 0.04, -0.01], [0.03, 0.03, -0.02], [-0.01, 0.03, -0.04], [0.00, 0.00, 0.00], [-0.04, 0.09, -0.03], [0.08, -0.06, 0.00], [-0.07, 0.00, 0.06], [-0.16, 0.11, -0.13], [0.00, 0.00, -0.01], [0.05, -0.03, 0.01], [0.00, -0.05, 0.01], [0.08, -0.03, 0.04], [-0.01, -0.03, 0.06], [0.03, 0.02, 0.01], [0.03, 0.11, -0.01], [0.09, -0.18, 0.00], [-0.16, 0.13, 0.02], [0.06, 0.10, -0.05], [0.00, 0.00, 0.00], [0.00, -0.05, 0.02], [-0.02, -0.04, -0.02], [-0.03, -0.02, 0.03], [-0.03, -0.02, -0.01], [0.00, -0.02, 0.03], [0.07, -0.04, 0.08], [-0.23, -0.12, -0.02], [0.23, 0.11, -0.04], [0.08, 0.00, 0.08], [-0.04, 0.01, 0.01], [0.00, 0.01, -0.03], [-0.03, 0.04, -0.02], [-0.02, -0.02, -0.04], [-0.05, 0.00, -0.02], [0.00, 0.00, 0.00]]}